Molecular formula: C21H28FN3OSe2SiTaTe2
Method: DFT, wB97M-V/def2-TZVPD

Geometry as XYZ:
```
60
C21H28FN3OSe2SiTaTe2 (wB97M-V/def2-TZVPD)
Ta 0.03 0.58 -0.81
C 2.81 -1.08 -2.88
Si 3.23 -0.66 -1.06
C 4.52 0.74 -1.04
C 3.79 -2.30 -0.27
N 1.78 -0.09 -0.22
C 1.83 0.02 1.14
C 3.00 -0.02 1.91
C 2.97 0.05 3.29
C 1.76 0.15 3.97
C 0.59 0.19 3.25
C 0.66 0.15 1.88
F -0.54 0.25 1.18
H 3.65 -1.65 -3.25
H 2.72 -0.22 -3.56
H 1.94 -1.73 -3.02
H 5.46 0.36 -0.63
H 4.23 1.61 -0.44
H 4.73 1.10 -2.05
H 4.86 -2.24 -0.09
H 3.64 -3.13 -0.95
H 3.33 -2.54 0.69
H 3.95 -0.09 1.40
H 3.89 0.00 3.84
H 1.74 0.18 5.05
H -0.38 0.26 3.72
O 0.09 -2.20 0.07
C -0.93 -3.14 0.41
C -2.29 -2.49 0.51
C -3.34 -3.25 1.00
C -4.59 -2.67 1.13
C -4.73 -1.33 0.79
C -3.63 -0.66 0.29
N -2.43 -1.21 0.14
H 0.95 -2.65 0.12
H -0.69 -3.61 1.37
H -0.97 -3.92 -0.36
H -3.16 -4.28 1.27
H -5.42 -3.24 1.51
H -5.67 -0.83 0.89
H -3.71 0.38 0.01
Se 1.57 2.57 -2.05
Te -0.01 1.24 -3.25
Te -0.01 1.68 -5.93
Se -0.74 -1.01 -2.30
C -0.01 2.96 1.15
C -1.25 2.92 0.32
C -2.27 3.84 0.34
C -3.22 3.44 -0.62
C -2.74 2.29 -1.21
C -3.37 1.55 -2.35
N -1.52 1.94 -0.63
H 0.38 3.98 1.18
H 0.83 2.35 0.81
H -0.22 2.67 2.19
H -2.32 4.70 0.98
H -4.13 3.94 -0.86
H -4.45 1.65 -2.28
H -3.12 0.48 -2.35
H -3.07 1.99 -3.33
```

E_LUMO (alpha / beta) = -5.06 / -5.07 eV
relative energy (zero: lowest compared OMol25 entry of this formula, charge and spin) = 12.7 kcal/mol
total charge = +1
Kohn-Sham gap (alpha / beta) = 5.1 / 5.1 eV

Here are the Mulliken charges for atoms 1 to 4, given in e:
1. Ta -1.068
2. C -1.217
3. Si 0.717
4. C -1.355

***

Molecular formula: C21H28GaN4O3
Method: DFT, wB97M-V/def2-TZVPD

Geometry as XYZ:
```
57
C21H28GaN4O3 (wB97M-V/def2-TZVPD)
Ga 0.33 0.30 -0.47
C 4.55 0.85 -1.01
C 3.22 1.24 -0.46
O 2.15 0.80 -0.97
N 3.15 2.08 0.56
C 1.88 2.41 1.18
C 0.98 3.12 0.20
C 1.11 4.48 -0.02
C 0.38 5.09 -1.03
C -0.49 4.32 -1.80
C -0.61 2.98 -1.50
N 0.10 2.40 -0.52
H 4.45 -0.07 -1.57
H 5.29 0.73 -0.22
H 4.90 1.63 -1.70
H 4.00 2.47 0.94
H 2.06 3.03 2.05
H 1.39 1.48 1.51
H 1.78 5.07 0.61
H 0.50 6.14 -1.24
H -1.06 4.75 -2.61
H -1.27 2.33 -2.07
C -4.43 0.44 0.16
C -2.95 0.85 -0.04
N -2.25 -0.16 -0.87
C -2.40 -1.50 -0.26
C -3.88 -1.92 -0.23
N -4.70 -0.76 -0.70
C -4.36 -0.46 -2.13
C -2.84 -0.17 -2.23
H -5.11 1.24 -0.14
H -4.65 0.19 1.19
H -2.45 0.93 0.92
H -2.89 1.82 -0.53
H -1.98 -1.47 0.74
H -1.81 -2.22 -0.82
H -4.20 -2.20 0.78
H -4.08 -2.76 -0.89
H -5.69 -1.00 -0.64
H -4.95 0.40 -2.45
H -4.66 -1.30 -2.75
H -2.68 0.79 -2.71
H -2.34 -0.93 -2.83
O -0.12 -2.88 0.37
C 0.89 -2.32 0.72
O 1.19 -1.01 0.48
C 2.03 -2.96 1.44
C 2.57 -4.13 0.91
C 3.49 -4.84 1.67
C 3.92 -4.33 2.89
C 3.41 -3.14 3.39
C 2.49 -2.42 2.64
H 2.23 -4.52 -0.04
H 3.86 -5.78 1.29
H 4.69 -4.86 3.44
H 3.74 -2.76 4.34
H 2.10 -1.48 3.02
```

E_LUMO = -10.97 eV
relative energy (zero: lowest compared OMol25 entry of this formula, charge and spin) = 60.0 kcal/mol
total charge = +3
Kohn-Sham gap = 5.1 eV

Here are the Mulliken charges for atoms 1 to 4, given in e:
1. Ga 0.826
2. C -1.336
3. C 0.822
4. O -0.436

***

Molecular formula: C21H28N4O3S
Method: DFT, wB97M-V/def2-TZVPD

Geometry as XYZ:
```
57
C21H28N4O3S (wB97M-V/def2-TZVPD)
C -4.82 -1.19 2.45
H -4.65 -0.78 3.44
H -5.86 -1.01 2.17
H -4.65 -2.27 2.49
C -3.89 -0.53 1.44
N -4.20 -0.87 0.08
S -4.01 0.39 -0.98
O -4.15 -0.11 -2.31
O -4.88 1.45 -0.56
C -2.33 0.97 -0.74
C -2.08 2.32 -0.58
C -0.78 2.76 -0.39
C 0.28 1.86 -0.34
C 0.01 0.49 -0.54
C -1.29 0.05 -0.74
H -1.49 -0.99 -0.91
N 1.10 -0.38 -0.59
C 1.11 -1.72 -0.34
O 0.13 -2.36 -0.01
C 2.46 -2.34 -0.47
C 3.44 -1.87 -1.35
C 4.66 -2.53 -1.38
N 4.95 -3.57 -0.62
C 4.02 -4.02 0.20
C 2.76 -3.45 0.31
H 2.01 -3.84 0.99
H 4.29 -4.89 0.79
H 5.44 -2.21 -2.05
H 3.25 -1.04 -2.02
H 1.98 0.10 -0.75
N 1.62 2.24 -0.16
C 2.01 3.58 -0.55
C 3.52 3.59 -0.77
C 4.25 3.18 0.50
C 3.74 1.81 0.96
C 2.22 1.86 1.11
H 1.84 0.89 1.44
H 1.96 2.60 1.89
H 4.19 1.54 1.91
H 4.01 1.05 0.23
H 5.33 3.14 0.32
H 4.06 3.92 1.28
H 3.83 4.59 -1.08
H 3.76 2.90 -1.58
H 1.49 3.83 -1.47
H 1.75 4.32 0.22
H -0.60 3.82 -0.25
H -2.91 3.00 -0.59
C -3.90 -2.21 -0.40
C -5.14 -3.10 -0.40
H -5.92 -2.63 -1.00
H -4.89 -4.07 -0.84
H -5.52 -3.26 0.60
H -3.56 -2.11 -1.44
H -3.10 -2.65 0.20
H -2.84 -0.79 1.68
H -4.00 0.55 1.51
```

E_LUMO = -0.02 eV
relative energy (zero: lowest compared OMol25 entry of this formula, charge and spin) = 63.7 kcal/mol
total charge = 0
Kohn-Sham gap = 8.5 eV
SMILES string = CCN(CC)S(=O)(=O)c1ccc(N2CCCCC2)c(NC(=O)c2ccncc2)c1

Here are the Mulliken charges for atoms 1 to 4, given in e:
1. C -1.495
2. H 0.439
3. H 0.358
4. H 0.304

***

Molecular formula: C21H28N6O2S
Method: DFT, wB97M-V/def2-TZVPD

Geometry as XYZ:
```
58
C21H28N6O2S (wB97M-V/def2-TZVPD)
C 4.54 1.08 2.58
C 3.79 0.95 1.26
H 4.43 0.43 0.54
H 2.91 0.33 1.40
C 3.39 2.32 0.71
N 2.40 2.26 -0.34
C 1.08 2.11 -0.11
O 0.26 1.99 -1.00
C 0.62 2.18 1.35
H 0.52 3.21 1.66
H 1.27 1.63 2.03
S -1.03 1.45 1.45
C -0.58 -0.17 0.92
N 0.67 -0.48 1.00
C 0.98 -1.75 0.62
N 2.19 -2.28 0.61
N 2.01 -3.53 0.17
C 0.72 -3.84 -0.09
C 0.00 -2.69 0.19
C -1.38 -2.32 0.10
N -2.27 -3.11 -0.31
H -3.21 -2.74 -0.35
N -1.60 -0.98 0.52
C -2.91 -0.44 0.40
C -3.92 -0.87 1.25
C -5.20 -0.37 1.12
C -5.48 0.59 0.14
C -4.46 1.02 -0.70
C -3.19 0.51 -0.58
H -2.39 0.85 -1.23
H -4.65 1.76 -1.47
O -6.77 1.02 0.10
C -7.12 2.00 -0.85
H -6.55 2.92 -0.71
H -8.17 2.20 -0.69
H -6.97 1.64 -1.87
H -5.99 -0.69 1.77
H -3.70 -1.61 2.01
C 0.26 -5.16 -0.58
H 0.48 -5.94 0.14
H 0.75 -5.41 -1.52
H -0.81 -5.10 -0.74
H 2.81 -4.14 0.08
C 2.85 2.35 -1.71
C 3.61 1.13 -2.22
C 2.77 -0.14 -2.15
H 1.84 0.00 -2.70
H 2.53 -0.39 -1.13
H 3.31 -0.98 -2.59
H 3.91 1.32 -3.25
H 4.53 0.99 -1.63
H 1.95 2.49 -2.33
H 3.48 3.24 -1.81
H 4.28 2.82 0.29
H 3.02 2.95 1.53
H 4.84 0.10 2.94
H 3.92 1.56 3.33
H 5.44 1.69 2.45
```

E_LUMO = 0.71 eV
relative energy (zero: lowest compared OMol25 entry of this formula, charge and spin) = 23.6 kcal/mol
total charge = 0
Kohn-Sham gap = 8.7 eV
SMILES string = [H]/N=c1/c2c(C)[nH]nc2nc(SCC(=O)N(CCC)CCC)n1-c1ccc(OC)cc1

Here are the Mulliken charges for atoms 1 to 4, given in e:
1. C -1.635
2. C 0.895
3. H 0.246
4. H -0.219

***

Molecular formula: C21H28N6O3S
Method: DFT, wB97M-V/def2-TZVPD

Geometry as XYZ:
```
59
C21H28N6O3S (wB97M-V/def2-TZVPD)
C -3.56 3.26 -0.33
C -4.44 1.84 -0.22
C -4.15 0.54 -1.23
C -2.95 0.74 -2.34
C -2.46 -0.45 -3.41
C -0.80 -0.56 -3.15
N -0.45 -0.96 -1.82
N 0.84 -1.01 -1.61
C 1.63 -0.64 -2.75
C 3.28 -0.65 -2.46
C 3.75 0.93 -2.77
C 4.63 1.58 -1.52
C 3.62 2.41 -0.48
S 4.24 2.22 1.29
C 3.91 0.43 1.72
N 2.67 -0.18 2.36
N 3.03 -1.54 2.38
C 4.41 -1.80 1.81
O 5.00 -0.50 1.38
N 1.27 -0.28 -4.09
N -0.01 -0.24 -4.30
C -2.10 2.17 -2.46
C -2.38 3.46 -1.48
H -3.74 4.17 0.40
H -5.27 1.79 0.64
H -4.76 -0.48 -1.15
H -2.70 0.00 -4.48
H -3.01 -1.47 -3.24
H 3.83 -1.42 -3.13
H 3.51 -0.80 -1.30
H 2.77 1.61 -2.85
H 4.30 0.98 -3.80
H 5.32 0.80 -0.98
H 5.31 2.42 -2.01
H 2.55 1.92 -0.54
H 3.51 3.54 -0.76
H 4.97 -2.82 1.67
H -1.24 2.29 -3.27
H -1.72 4.42 -1.61
C 2.25 1.38 5.81
C 1.08 2.30 6.07
O 1.21 3.52 6.04
C -0.25 1.66 6.38
H 3.14 1.98 5.60
H 2.44 0.76 6.69
H 2.04 0.75 4.94
H -0.16 1.05 7.29
H -0.57 1.04 5.54
H -0.99 2.44 6.55
C -3.05 -4.77 -1.18
C -4.21 -3.85 -0.92
O -4.09 -2.63 -0.95
C -5.54 -4.49 -0.61
H -2.16 -4.17 -1.39
H -2.86 -5.39 -0.30
H -3.26 -5.40 -2.05
H -5.46 -5.10 0.29
H -5.86 -5.11 -1.45
H -6.29 -3.71 -0.44
```

E_LUMO = -0.64 eV
relative energy (zero: lowest compared OMol25 entry of this formula, charge and spin) = 454.1 kcal/mol
total charge = 0
Kohn-Sham gap = 7.5 eV
SMILES string = c1ccc(Cc2nnc(CCCCSc3nnco3)nn2)cc1.CC(C)=O.CC(C)=O

Here are the Mulliken charges for atoms 1 to 4, given in e:
1. C -0.325
2. C -0.413
3. C -0.174
4. C 0.271

***

Molecular formula: C21H29AsN4O2ReSe4
Method: DFT, wB97M-V/def2-TZVPD

Geometry as XYZ:
```
62
C21H29AsN4O2ReSe4 (wB97M-V/def2-TZVPD)
Re -0.82 1.48 -0.36
C -3.67 4.60 -0.84
C -3.17 3.24 -0.51
O -1.90 3.17 -0.28
C -4.04 2.15 -0.43
C -3.73 0.95 0.23
C -4.84 0.11 0.78
N -2.47 0.61 0.47
N -2.27 -0.24 1.54
C -1.10 0.01 2.04
O -0.31 0.94 1.51
C -0.61 -0.72 3.22
C 0.53 -0.28 3.89
C 0.99 -0.98 5.00
C 0.33 -2.11 5.44
C -0.81 -2.55 4.77
C -1.28 -1.86 3.67
H -3.19 4.94 -1.75
H -4.76 4.63 -0.95
H -3.37 5.29 -0.05
H -5.08 2.33 -0.65
H -5.76 0.32 0.24
H -4.60 -0.95 0.71
H -4.99 0.34 1.83
H 1.04 0.60 3.54
H 1.88 -0.63 5.52
H 0.70 -2.65 6.30
H -1.32 -3.44 5.11
H -2.16 -2.19 3.14
Se -1.22 1.28 -2.72
Se -0.11 3.00 -3.97
Se -0.67 5.09 -3.16
Se 0.94 5.79 -1.68
N 2.05 2.46 -1.20
N 0.90 2.79 -0.38
H 2.61 3.31 -1.24
H 1.67 2.39 -2.15
H 0.62 3.77 -0.58
H 1.23 2.77 0.58
C -0.21 -2.31 -0.50
As 0.67 -0.59 -0.74
C 2.15 -0.75 0.49
C 1.51 -0.82 -2.49
C 2.52 -1.92 -2.54
C 2.15 -3.22 -2.88
C 3.08 -4.24 -2.89
C 4.41 -3.98 -2.58
C 4.80 -2.69 -2.25
C 3.86 -1.67 -2.23
H 0.50 -3.12 -0.66
H -1.03 -2.39 -1.21
H -0.61 -2.36 0.51
H 2.73 -1.65 0.27
H 1.76 -0.80 1.51
H 2.78 0.13 0.39
H 1.95 0.15 -2.74
H 0.69 -0.99 -3.19
H 1.12 -3.42 -3.14
H 2.78 -5.24 -3.16
H 5.14 -4.78 -2.60
H 5.83 -2.47 -2.01
H 4.17 -0.66 -1.98
```

E_LUMO (alpha / beta) = -1.25 / -1.41 eV
relative energy (zero: lowest compared OMol25 entry of this formula, charge and spin) = 18.5 kcal/mol
total charge = 0
Kohn-Sham gap (alpha / beta) = 5.2 / 5.0 eV
spin multiplicity = 2
⟨S²⟩ = 0.77

Here are the Mulliken charges for atoms 1 to 4, given in e:
1. Re 0.687
2. C -1.151
3. C 1.240
4. O -0.493

***

Molecular formula: C21H29AsN8O2SW
Method: DFT, wB97M-V/def2-TZVPD

Geometry as XYZ:
```
63
C21H29AsN8O2SW (wB97M-V/def2-TZVPD)
W 0.18 0.25 -0.27
N -0.89 -0.06 3.98
C -0.94 -0.66 2.80
N -0.50 0.19 1.87
C -0.18 1.32 2.61
N -0.41 1.19 3.88
C 0.34 2.48 1.91
C 0.61 3.70 2.52
N 0.99 4.74 1.81
C 1.12 4.60 0.50
C 0.87 3.38 -0.13
N 0.48 2.30 0.57
H -1.19 -0.41 4.88
H -1.31 -1.67 2.65
H 0.50 3.82 3.59
H 1.42 5.47 -0.08
H 1.00 3.28 -1.20
N -2.03 -2.90 -2.06
C -1.46 -2.23 -1.08
N -0.95 -1.06 -1.49
C -1.22 -0.99 -2.89
C -0.91 -0.06 -3.87
C -1.28 -0.35 -5.17
C -1.96 -1.53 -5.50
C -2.28 -2.46 -4.54
C -1.90 -2.17 -3.24
H -2.47 -3.81 -1.98
H -1.41 -2.61 -0.07
H -0.42 0.88 -3.66
H -1.05 0.36 -5.96
H -2.23 -1.71 -6.53
H -2.80 -3.38 -4.79
O 0.85 -1.66 0.26
C 1.99 -1.32 0.73
O 2.17 -0.09 0.89
C 3.01 -2.39 1.06
N 4.41 -1.83 1.11
C 4.68 -1.44 2.55
C 4.00 -2.55 3.33
C 2.78 -2.98 2.49
H 2.94 -3.15 0.29
H 4.57 -1.06 0.46
H 5.06 -2.58 0.85
H 4.21 -0.46 2.70
H 5.75 -1.35 2.69
H 3.71 -2.20 4.32
H 4.68 -3.39 3.47
H 1.84 -2.62 2.91
H 2.71 -4.06 2.42
C -2.43 2.56 -2.30
As -2.18 1.50 -0.69
C -2.63 2.76 0.72
C -3.65 0.24 -0.65
S 1.43 0.78 -1.86
H -3.43 3.00 -2.21
H -2.39 1.94 -3.19
H -1.70 3.37 -2.35
H -3.63 3.14 0.50
H -1.95 3.61 0.73
H -2.66 2.27 1.69
H -4.57 0.82 -0.58
H -3.58 -0.41 0.21
H -3.68 -0.34 -1.57
```

E_LUMO = -13.72 eV
total charge = +4
Kohn-Sham gap = 6.0 eV

Here are the Mulliken charges for atoms 1 to 4, given in e:
1. W 1.949
2. N 0.091
3. C -0.424
4. N 0.182

***

Molecular formula: C21H29BClFNO7PS
Method: DFT, wB97M-V/def2-TZVPD

Geometry as XYZ:
```
63
C21H29BClFNO7PS (wB97M-V/def2-TZVPD)
C 5.42 -3.50 0.23
O 5.24 -2.10 0.07
C 4.72 -1.46 1.20
C 4.34 -0.04 0.77
C 2.88 0.28 0.99
O 2.07 -0.73 0.33
C 0.79 -0.74 0.69
O 0.26 -1.51 1.45
C -0.07 0.35 0.05
C -0.57 1.41 0.85
C -0.26 1.47 2.32
C -1.45 1.47 3.30
C -2.38 0.29 3.15
C -3.16 0.05 2.02
C -4.00 -1.05 1.94
C -4.10 -1.93 3.00
C -3.35 -1.70 4.14
C -2.50 -0.61 4.21
C -1.31 2.35 0.18
S -2.03 3.84 0.83
O -2.01 4.80 -0.22
O -3.24 3.51 1.48
F -0.95 4.25 1.87
N -1.60 2.24 -1.14
C -1.19 1.21 -1.89
B -1.67 1.21 -3.42
O -2.28 0.15 -4.01
O -1.42 2.36 -4.07
C -2.18 2.66 -5.26
C -0.38 0.22 -1.32
P 0.32 -1.22 -2.22
C -0.95 -2.54 -2.31
C 0.83 -0.71 -3.89
H 6.44 -3.76 -0.11
H 4.66 -4.04 -0.34
H 5.35 -3.79 1.28
H 5.51 -1.41 1.96
H 3.85 -2.00 1.59
H 4.90 0.66 1.39
H 4.63 0.10 -0.27
H 2.65 0.28 2.06
H 2.66 1.28 0.58
H 0.39 2.32 2.55
H 0.31 0.58 2.57
H -2.02 2.40 3.29
H -1.01 1.40 4.29
H -3.13 0.72 1.17
H -4.60 -1.20 1.05
H -4.78 -2.77 2.92
H -3.44 -2.38 4.98
H -1.93 -0.47 5.12
H -2.14 2.98 -1.57
H -2.86 -0.34 -3.43
H -1.97 3.69 -5.52
H -3.24 2.57 -5.06
H -1.88 2.03 -6.09
H -0.84 -3.13 -1.40
H -1.98 -2.22 -2.40
H -0.66 -3.18 -3.14
H 0.00 -0.62 -4.61
H 1.36 0.24 -3.87
H 1.49 -1.49 -4.24
Cl 8.45 -2.78 -0.06
```

E_LUMO = -3.11 eV
total charge = 0
Kohn-Sham gap = 2.0 eV

Here are the Mulliken charges for atoms 1 to 4, given in e:
1. C -0.701
2. O -0.288
3. C -0.394
4. C -0.886

***

Calculated max |F| in order - 5.703; 1.600; 1.167; 1.350; 8.556; 0.167; 1.448; 1.987 eV/A